(1)
The following is a DFT calculation (wB97M-V/def2-TZVPD) of a structure of composition C35H38AsF3N3O13PS2Ti.

Each line ends with the Mulliken charge.
Cartesian coordinates (Å):
Ti1 0.142 0.379 0.335  0.113
C1 0.032 -0.744 -3.841  -0.255
O1 1.307 -1.395 -3.885  -0.587
C2 1.815 -2.000 -2.785  0.452
C3 2.773 -2.968 -3.046  -0.605
C4 3.415 -3.679 -2.037  -0.828
C5 3.078 -3.434 -0.726  -0.875
C6 2.121 -2.456 -0.424  0.425
C7 1.767 -2.260 0.958  -0.688
N1 0.960 -1.377 1.414  1.699
N2 0.739 -1.455 2.783  -1.626
C8 -0.029 -0.462 3.133  0.186
O2 -0.507 0.418 2.344  0.358
C9 -0.365 -0.314 4.577  0.110
C10 0.492 -0.762 5.576  -0.502
C11 0.155 -0.586 6.909  -0.713
C12 -1.045 0.023 7.252  -0.295
C13 -1.904 0.467 6.255  -0.835
C14 -1.561 0.310 4.921  -0.158
C15 1.493 -1.697 -1.433  0.576
O3 0.631 -0.769 -1.110  1.129
H1 -0.206 -0.542 -4.886  0.242
H2 0.084 0.188 -3.283  -0.208
H3 -0.722 -1.397 -3.403  0.111
H4 3.009 -3.145 -4.088  0.412
H5 4.163 -4.421 -2.289  0.319
H6 3.545 -3.981 0.085  0.373
H7 2.200 -2.948 1.684  0.314
H8 1.420 -1.237 5.290  0.430
H9 0.834 -0.922 7.685  0.361
H10 -1.305 0.160 8.295  0.381
H11 -2.837 0.952 6.516  0.394
H12 -2.200 0.683 4.129  0.494
F1 3.525 2.503 -5.795  -0.360
C16 2.787 2.467 -4.644  0.559
F2 1.567 2.048 -5.024  -0.151
F3 2.664 3.757 -4.272  -0.253
C17 3.435 1.598 -3.612  0.071
C18 4.667 1.043 -3.897  -0.391
C19 5.280 0.206 -2.978  -0.941
C20 4.586 -0.042 -1.801  -0.340
N3 3.419 0.490 -1.494  -0.272
C21 2.812 1.342 -2.356  0.481
S1 1.332 2.051 -1.877  -0.470
H13 5.141 1.253 -4.848  0.429
H14 6.241 -0.250 -3.171  0.379
H15 4.997 -0.721 -1.056  0.422
O4 -0.757 4.671 0.898  -0.811
As1 -1.153 3.138 1.635  0.571
O5 -2.697 3.094 2.122  -0.830
O6 -0.696 2.069 0.358  1.490
C22 0.026 3.024 3.176  -0.236
C23 -0.631 3.274 4.371  -0.764
C24 0.046 3.200 5.586  -0.274
C25 1.382 2.852 5.610  -0.828
C26 2.050 2.601 4.414  -0.382
C27 1.378 2.696 3.211  0.065
S2 2.285 2.451 1.699  1.557
O7 1.879 3.565 0.875  -0.832
O8 3.679 2.330 2.028  -0.863
O9 1.770 1.125 1.217  -0.884
H16 0.149 4.585 0.548  0.445
H17 -1.693 3.489 4.347  0.493
H18 -0.487 3.387 6.510  0.418
H19 1.911 2.767 6.552  0.377
H20 3.098 2.331 4.399  0.547
C28 -4.087 0.501 -3.376  -1.872
C29 -3.120 1.316 -2.527  1.845
C30 -3.847 2.181 -1.507  -1.545
C31 -2.211 2.169 -3.401  -1.404
O10 -2.212 0.417 -1.841  0.095
P1 -2.599 -0.745 -0.827  -0.174
O11 -4.024 -0.820 -0.436  -0.907
O12 -1.586 -0.602 0.313  -0.038
O13 -2.158 -2.027 -1.700  0.098
C32 -2.312 -3.395 -1.267  1.764
C33 -3.759 -3.804 -1.533  -1.926
C34 -1.957 -3.573 0.204  -1.738
C35 -1.346 -4.184 -2.141  -1.468
H21 -4.687 1.176 -3.993  0.445
H22 -4.750 -0.091 -2.745  0.312
H23 -3.532 -0.167 -4.038  0.305
H24 -4.541 2.846 -2.029  0.459
H25 -3.135 2.790 -0.950  0.152
H26 -4.406 1.566 -0.804  0.353
H27 -2.795 2.956 -3.885  0.464
H28 -1.729 1.567 -4.173  0.287
H29 -1.429 2.628 -2.797  0.114
H30 -4.430 -3.180 -0.944  0.373
H31 -3.914 -4.855 -1.273  0.417
H32 -3.993 -3.667 -2.591  0.348
H33 -2.632 -3.007 0.846  0.352
H34 -0.939 -3.240 0.402  0.286
H35 -2.040 -4.633 0.460  0.534
H36 -1.586 -4.040 -3.196  0.305
H37 -1.410 -5.250 -1.910  0.454
H38 -0.321 -3.851 -1.974  0.184

Computed properties:
Net charge: -2
Kohn-Sham gap, eV: 6.32
Relative energy (zero: lowest compared OMol25 entry of this formula, charge and spin), kcal/mol: 0.0
LUMO level, eV: 4.2


(2)
The following is a DFT calculation (wB97M-V/def2-TZVPD) of a structure of composition C35H38AuN4.

Each line ends with the Mulliken spin population.
Cartesian coordinates (Å):
Au1 0.112 0.026 -0.186  0.179
N1 0.214 -1.632 2.748  0.015
N2 2.576 0.261 0.862  -0.037
C1 -1.380 1.264 -1.445  0.106
C2 -1.176 2.035 -0.242  -0.044
C3 -1.743 1.305 0.848  0.145
C4 -1.684 1.682 2.277  0.011
H1 -0.949 2.477 2.450  0.001
H2 -1.396 0.818 2.890  0.004
H3 -2.644 2.054 2.666  0.008
C5 -2.275 0.085 0.338  0.109
C6 -2.902 -0.971 1.159  -0.004
H4 -3.985 -0.837 1.295  0.005
H5 -2.450 -0.998 2.158  0.005
H6 -2.749 -1.956 0.706  0.005
C7 -2.060 0.052 -1.076  -0.036
C8 -2.446 -1.035 -2.007  0.021
H7 -2.430 -2.004 -1.497  0.001
H8 -1.731 -1.082 -2.837  0.003
H9 -3.442 -0.924 -2.459  0.000
C9 -0.382 3.273 -0.099  -0.008
H10 -0.920 4.076 0.421  0.000
H11 -0.062 3.671 -1.066  0.000
H12 0.526 3.063 0.490  0.000
C10 -0.861 1.573 -2.797  -0.017
H13 -0.365 0.680 -3.204  0.006
H14 -0.105 2.364 -2.753  0.010
H15 -1.620 1.888 -3.528  0.004
C11 0.130 -2.784 3.402  0.000
H16 -0.816 -3.322 3.353  -0.002
C12 1.198 -3.332 4.131  0.019
H17 1.039 -4.268 4.663  0.000
C13 2.414 -2.644 4.156  -0.003
H18 3.262 -3.008 4.742  -0.001
C14 2.517 -1.470 3.416  0.022
H19 3.416 -0.862 3.393  0.004
C15 1.406 -1.035 2.657  -0.088
C16 1.496 0.129 1.783  0.361
H20 1.084 1.066 2.182  -0.023
C17 2.144 0.230 -0.424  0.231
C18 3.945 0.632 0.871  0.010
H21 4.532 0.655 1.771  0.003
C19 4.278 0.879 -0.403  -0.001
H22 5.222 1.150 -0.828  0.001
N3 3.120 0.727 -1.206  -0.020
C20 2.935 1.036 -2.617  -0.007
C21 2.715 2.352 -3.034  0.019
C22 2.556 2.611 -4.401  -0.004
H23 2.434 3.643 -4.731  0.000
C23 2.567 1.587 -5.344  -0.001
C24 2.451 1.874 -6.808  0.000
H24 1.480 1.562 -7.212  0.000
H25 3.218 1.344 -7.381  0.000
H26 2.566 2.943 -7.004  0.000
C25 2.686 0.276 -4.890  -0.002
H27 2.695 -0.544 -5.604  0.000
C26 2.824 -0.013 -3.528  0.002
C27 2.934 -1.425 -3.076  0.004
H28 3.911 -1.627 -2.618  -0.001
H29 2.838 -2.065 -3.958  0.000
H30 2.154 -1.710 -2.360  0.008
C28 2.675 3.493 -2.077  0.000
H31 3.661 3.970 -1.988  0.000
H32 2.345 3.198 -1.075  0.004
H33 1.981 4.258 -2.451  0.000
N4 0.432 -2.428 -0.206  0.174
C29 -0.347 -3.294 0.006  0.028
C30 -1.077 -4.503 0.108  0.084
C31 -0.786 -5.487 -0.846  0.187
C32 -1.431 -6.716 -0.785  -0.129
C33 -2.369 -6.981 0.221  0.371
C34 -2.661 -5.987 1.162  -0.133
C35 -2.028 -4.745 1.117  0.196
H34 -0.046 -5.266 -1.620  0.050
H35 -1.199 -7.477 -1.526  -0.003
H36 -2.872 -7.954 0.267  0.044
H37 -3.391 -6.187 1.947  -0.009
H38 -2.241 -3.960 1.847  0.114

Computed properties:
Net charge: -1
Kohn-Sham gap (alpha / beta), eV: 2.96 / 5.46
Spin multiplicity: 3
<S²>: 2.03
Relative energy (zero: lowest compared OMol25 entry of this formula, charge and spin), kcal/mol: 0.0
LUMO level (alpha / beta), eV: 2.4 / 2.4


(3)
The following is a DFT calculation (wB97M-V/def2-TZVPD) of a structure of composition C35H38ClHoP3.

Each line ends with the Mulliken spin population.
Cartesian coordinates (Å):
Ho1 0.027 -0.417 -0.868  4.067
C1 2.890 1.841 -2.802  0.000
C2 1.776 0.887 -3.095  -0.003
C3 0.449 1.321 -3.227  -0.003
C4 -0.536 0.452 -3.701  0.000
C5 -0.204 -0.864 -4.022  -0.001
C6 1.095 -1.324 -3.816  0.000
C7 2.074 -0.460 -3.344  0.001
H1 2.522 2.859 -2.713  0.000
H2 3.625 1.803 -3.607  0.000
H3 3.406 1.566 -1.881  0.000
H4 0.206 2.369 -3.081  0.000
H5 -1.530 0.828 -3.909  0.000
H6 -0.915 -1.499 -4.528  0.000
H7 1.365 -2.328 -4.107  0.000
H8 3.099 -0.795 -3.269  0.001
C8 -2.793 2.941 2.256  0.000
C9 -1.892 2.053 2.817  0.000
C10 -0.677 1.800 2.199  0.004
C11 -0.361 2.460 1.019  -0.004
C12 -1.272 3.357 0.459  0.002
C13 -2.481 3.598 1.076  0.000
P1 1.217 2.284 0.105  -0.015
C14 2.033 3.823 0.676  -0.001
C15 3.259 4.147 0.102  0.000
C16 3.972 5.245 0.545  0.000
C17 3.460 6.040 1.557  0.000
C18 2.236 5.729 2.126  0.000
C19 1.523 4.627 1.691  0.000
C20 2.124 1.020 1.084  0.008
C21 2.907 1.313 2.195  0.001
C22 3.570 0.284 2.840  0.001
C23 3.488 -1.002 2.330  -0.001
C24 2.715 -1.271 1.208  -0.007
C25 1.975 -0.282 0.533  -0.022
H9 -3.744 3.122 2.736  0.000
H10 -2.139 1.563 3.749  0.000
H11 0.034 1.111 2.642  0.000
H12 -1.005 3.866 -0.460  0.000
H13 -3.183 4.294 0.641  0.000
H14 3.663 3.527 -0.685  0.000
H15 4.932 5.475 0.107  0.000
H16 4.017 6.893 1.909  0.000
H17 1.837 6.340 2.922  0.000
H18 0.576 4.395 2.154  0.000
H19 2.977 2.326 2.565  0.000
H20 4.144 0.476 3.733  0.000
H21 4.029 -1.806 2.809  0.000
H22 2.714 -2.294 0.828  -0.001
C26 -0.010 -2.472 2.695  0.000
P2 -0.415 -2.705 0.922  -0.006
C27 0.245 -4.415 0.688  -0.001
C28 -2.196 -3.107 0.887  -0.001
C29 -2.879 -3.499 2.034  0.000
C30 -4.188 -3.939 1.954  0.000
C31 -4.823 -3.990 0.726  0.000
C32 -4.166 -3.558 -0.412  0.000
C33 -2.857 -3.096 -0.348  -0.002
P3 -1.968 -2.492 -1.844  -0.006
C34 -1.878 -4.095 -2.768  0.000
C35 -3.314 -1.691 -2.821  0.000
H23 -0.574 -1.630 3.095  0.000
H24 1.055 -2.235 2.758  0.000
H25 -0.205 -3.375 3.275  0.000
H26 -0.293 -5.108 1.336  0.000
H27 1.305 -4.436 0.944  0.000
H28 0.131 -4.726 -0.350  0.000
H29 -2.401 -3.456 3.000  0.000
H30 -4.705 -4.251 2.850  0.000
H31 -5.836 -4.358 0.656  0.000
H32 -4.696 -3.589 -1.351  0.000
H33 -2.869 -4.541 -2.853  0.000
H34 -1.214 -4.790 -2.257  0.000
H35 -1.486 -3.919 -3.770  0.000
H36 -4.286 -2.091 -2.548  0.000
H37 -3.151 -1.864 -3.882  0.000
H38 -3.318 -0.624 -2.618  0.000
Cl1 -2.213 0.362 -0.492  -0.007

Computed properties:
Net charge: +1
Kohn-Sham gap (alpha / beta), eV: 7.97 / 8.03
Spin multiplicity: 5
<S²>: 6.00
LUMO level (alpha / beta), eV: -2.6 / -2.6


Max |F| (eV Å⁻¹)
0.9, 2.8, 1.8
Energy (Eh)
-7021.9775, -1711.0683, -3788.7013